No. 1
An isolated ion of composition C40H40F6N2O3P and charge +1 at a distorted geometry. Source: the OMol25 dataset; level of theory: ωB97M-V/def2-TZVPD.

The geometry in XYZ format:
```
92
Properties=species:S:1:pos:R:3:mulliken_charge:R:1
C 3.9461 1.6799 5.8292 -1.178
N 4.2324 0.5496 4.9791 0.097
C 5.6074 0.4258 4.5327 -0.971
C 5.7139 0.9886 3.1461 1.035
F 6.9715 0.9959 2.6272 -0.285
F 4.9106 0.2763 2.2810 -0.212
F 5.2444 2.2818 3.1249 -0.282
C 3.2551 -0.3256 4.6137 0.848
C 3.5366 -1.6605 4.2144 -0.690
C 2.4925 -2.4892 3.8185 -0.956
C 1.2157 -1.9677 3.5602 -0.784
C 0.1461 -2.8496 2.8639 0.908
C -1.2378 -2.1438 2.7902 -0.299
C -2.3784 -2.6895 3.3863 -1.051
C -3.5821 -1.9899 3.3819 -1.237
C -3.6832 -0.7477 2.7111 0.964
N -4.8125 0.0201 2.7746 0.218
C -5.1070 0.9985 1.7563 -1.297
C -5.8503 -0.1446 3.7811 -0.925
C -5.7607 0.9731 4.7855 1.010
F -6.7169 0.9167 5.7607 -0.263
F -4.5291 0.9525 5.4010 -0.268
F -5.8734 2.2005 4.1753 -0.265
C -2.5542 -0.2568 2.0164 -0.715
C -1.3407 -0.9135 2.1329 -0.449
C 0.9145 -0.7107 4.0948 -1.185
C 1.9107 0.1126 4.5956 -0.533
H 3.2875 1.3880 6.6595 0.421
H 4.8902 2.0506 6.2473 0.320
H 3.4530 2.4920 5.2746 0.337
H 6.2337 1.0356 5.1899 0.355
H 5.9252 -0.6179 4.4957 0.273
H 4.5606 -2.0339 4.2521 0.207
H 2.6591 -3.5678 3.7253 1.044
H 0.0200 -3.7081 3.5464 1.132
H -2.3362 -3.6645 3.8786 0.423
H -4.4678 -2.3960 3.8667 0.339
H -4.6775 0.6778 0.7973 0.481
H -6.1973 1.0822 1.6446 0.350
H -4.6891 1.9886 2.0022 0.320
H -6.8240 -0.0551 3.2759 0.385
H -5.7407 -1.0830 4.3249 0.152
H -2.6324 0.6775 1.4602 0.604
H -0.4451 -0.4258 1.7479 0.959
H -0.1058 -0.3343 4.1191 0.552
H 1.6608 1.1231 4.9215 0.421
C -3.4806 -1.5314 -3.7396 -0.739
O -3.3538 -2.8442 -3.1405 -0.460
C -2.5127 -2.9691 -2.0765 0.521
C -2.3183 -4.2640 -1.5408 -0.732
C -1.4356 -4.4662 -0.4921 -1.023
C -0.6654 -3.4035 0.0184 0.300
P 0.6290 -3.6053 1.2943 3.122
C 0.7208 -5.4033 1.5874 -0.110
C 1.6276 -6.1966 0.8558 -0.311
C 1.5484 -7.5772 0.8577 -0.911
C 0.5478 -8.2221 1.6166 0.527
O 0.4410 -9.5683 1.4548 -0.422
C -0.6510 -10.2693 2.0840 -0.816
C -0.2888 -7.4481 2.4545 -0.728
C -0.1896 -6.0611 2.4418 -0.514
C 2.1633 -3.2057 0.3701 0.519
C 3.4258 -3.4810 0.9369 -0.337
C 4.5954 -3.4740 0.1953 -1.049
C 4.5351 -3.3236 -1.2089 0.696
O 5.5881 -3.5434 -2.0450 -0.439
C 6.8510 -3.9337 -1.4608 -0.782
C 3.2958 -2.9791 -1.7933 -1.082
C 2.1675 -2.8578 -1.0040 -0.421
C -0.8444 -2.1296 -0.5542 -0.824
C -1.8005 -1.8784 -1.5229 -1.024
H -4.0479 -1.7103 -4.6560 0.257
H -4.0360 -0.8530 -3.0703 0.292
H -2.4965 -1.0931 -3.9852 0.314
H -2.8708 -5.0941 -1.9750 0.471
H -1.3239 -5.4644 -0.0752 0.391
H 2.4060 -5.7308 0.2618 0.349
H 2.2148 -8.1866 0.2574 0.478
H -0.5280 -11.2976 1.7465 0.249
H -0.5713 -10.2206 3.1795 0.323
H -1.6254 -9.8803 1.7544 0.351
H -1.0316 -7.9453 3.0830 0.424
H -0.8417 -5.4938 3.1067 0.222
H 3.5082 -3.7286 1.9927 0.329
H 5.5527 -3.6574 0.6878 0.420
H 7.5181 -4.0340 -2.3178 0.243
H 7.2214 -3.1548 -0.7755 0.319
H 6.7667 -4.8978 -0.9339 0.332
H 3.2531 -2.8389 -2.8688 0.486
H 1.2623 -2.5107 -1.4913 0.414
H -0.2102 -1.2967 -0.2423 0.675
H -1.9545 -0.8579 -1.8891 0.395
```

- gap between HOMO and LUMO (eV) = 8.002
- total charge = +1

---

No. 2
C40H40HgN3O2P2SSe2Te2 as an isolated structure at a distorted geometry. Source: the OMol25 dataset; level of theory: ωB97M-V/def2-TZVPD.

The geometry in XYZ format:
```
93
Properties=species:S:1:pos:R:3:mulliken_spin:R:1
Hg 0.4137 -1.0631 -1.0195 0.007
O -2.0173 -2.1109 -4.5872 0.000
C -1.1652 -1.6724 -3.7927 0.000
N -1.0115 -1.9983 -2.5143 -0.001
C -1.9489 -2.9573 -1.9791 0.000
C -1.2762 -4.1489 -1.3287 0.000
C -2.0493 -5.1507 -0.7334 0.000
C -1.4197 -6.2599 -0.2060 0.000
C -0.0327 -6.3390 -0.2628 -0.001
C 0.6531 -5.2877 -0.8457 0.002
N 0.0467 -4.2260 -1.3765 0.003
C -0.0913 -0.7677 -4.3652 0.000
C 1.0865 -1.3321 -4.8501 -0.001
C 2.0433 -0.5046 -5.3997 0.000
C 1.7883 0.8596 -5.4679 0.000
C 0.5888 1.3263 -4.9659 0.000
N -0.3370 0.5390 -4.4156 0.000
H -2.5865 -3.3390 -2.7828 0.000
H -2.6125 -2.4825 -1.2432 0.000
H -3.1276 -5.0454 -0.6973 0.000
H -1.9974 -7.0511 0.2586 0.000
H 0.5051 -7.1774 0.1598 0.000
H 1.7373 -5.2658 -0.8707 -0.003
H 1.2483 -2.3951 -4.7420 0.000
H 2.9866 -0.9093 -5.7441 0.000
H 2.5131 1.5510 -5.8779 0.000
H 0.3594 2.3873 -4.9818 0.000
Se 3.0315 -0.8267 -1.8114 -0.007
Te 3.1723 -2.7806 3.3226 0.570
Te 2.5957 -3.7413 5.7559 0.393
Se 2.5224 -1.8311 0.4818 0.019
C -0.2948 2.4490 1.8010 -0.001
C -1.4993 1.6385 1.3172 0.001
P -1.2518 0.9244 -0.3710 -0.005
C -0.9008 2.4736 -1.2678 0.000
C -1.8679 3.4251 -1.5837 0.000
C -1.4957 4.6354 -2.1495 0.000
C -0.1520 4.9116 -2.3841 0.000
C 0.8143 3.9664 -2.0754 0.000
C 0.4402 2.7425 -1.5356 -0.001
C -2.9441 0.4327 -0.8249 0.000
C -3.8728 0.0202 0.1277 0.000
C -5.1059 -0.4800 -0.2676 0.000
C -5.4161 -0.5906 -1.6155 0.000
C -4.4903 -0.1919 -2.5704 0.000
C -3.2644 0.3247 -2.1787 0.000
P 1.2228 1.3784 1.7226 -0.016
C 1.6937 1.3024 3.4879 0.010
C 3.0281 1.3031 3.8852 0.033
C 3.3717 1.0890 5.2119 -0.015
C 2.3913 0.8683 6.1653 0.006
C 1.0573 0.8666 5.7835 -0.017
C 0.7141 1.0758 4.4572 -0.001
C 2.4998 2.5178 1.0719 0.001
C 2.5122 3.8993 1.2501 0.001
C 3.5081 4.6765 0.6778 0.000
C 4.5106 4.0764 -0.0774 0.000
C 4.5070 2.7007 -0.2584 0.000
C 3.5030 1.9230 0.3073 -0.001
H -0.4663 2.8017 2.8211 0.001
H -0.1686 3.3316 1.1677 0.000
H -2.3913 2.2729 1.2656 0.000
H -1.7120 0.8006 1.9852 0.000
H -2.9140 3.2109 -1.3955 0.000
H -2.2532 5.3681 -2.4020 0.000
H 0.1369 5.8618 -2.8181 0.000
H 1.8625 4.1665 -2.2618 0.000
H 1.1954 1.9861 -1.3318 0.000
H -3.6209 0.0411 1.1805 0.000
H -5.8155 -0.8065 0.4837 0.000
H -6.3696 -1.0053 -1.9213 0.000
H -4.6963 -0.3138 -3.6260 0.000
H -2.5364 0.6110 -2.9284 0.000
H 3.8091 1.4395 3.1469 -0.001
H 4.4168 1.0451 5.4906 -0.002
H 2.6661 0.6480 7.1881 0.012
H 0.2832 0.6650 6.5152 0.001
H -0.3324 1.0409 4.1710 0.001
H 1.7425 4.3805 1.8460 0.000
H 3.5018 5.7508 0.8229 0.000
H 5.2875 4.6831 -0.5286 0.000
H 5.2689 2.2214 -0.8607 0.000
H 3.4737 0.8509 0.1288 -0.005
C -0.0951 -3.4604 2.5278 0.015
S -0.5499 -1.7392 2.5264 0.020
C -1.6255 -1.8312 3.9668 -0.003
O -1.4741 -1.5403 1.3476 -0.001
H 0.5379 -3.6443 3.3964 -0.018
H 0.4945 -3.6086 1.6277 0.000
H -0.9997 -4.0693 2.5205 0.002
H -1.0281 -2.1344 4.8287 -0.001
H -2.4235 -2.5451 3.7594 0.000
H -2.0417 -0.8378 4.1359 0.000
```

- gap between HOMO and LUMO (spin up / spin down) (eV) = 4.919 / 4.738
- total charge = -2
- 2S+1 = 2

---

No. 3
C40H40IrN7S4Sb as an isolated structure at a distorted geometry. Source: the OMol25 dataset; level of theory: ωB97M-V/def2-TZVPD.

The geometry in XYZ format:
```
93
Properties=species:S:1:pos:R:3:mulliken_spin:R:1
Ir 0.4671 -0.7190 0.4925 0.138
N -3.2234 -2.9328 0.1573 0.001
C -3.1220 -2.9133 -1.2068 -0.003
C -2.0193 -2.1666 -1.4995 0.004
N -1.4618 -1.7287 -0.3291 -0.040
C -2.2037 -2.2137 0.6565 0.009
C -1.8062 -1.9893 2.0087 -0.007
N -0.6963 -1.3055 2.2625 0.008
C -0.5179 -1.3225 3.6174 -0.004
C -1.5456 -2.0149 4.1858 -0.004
N -2.3482 -2.4285 3.1570 0.002
H -3.9448 -3.4179 0.6716 0.000
H -3.8211 -3.4184 -1.8501 0.000
H -1.6054 -1.9393 -2.4663 -0.001
H 0.3219 -0.8511 4.0986 0.001
H -1.7554 -2.2410 5.2165 0.000
H -3.1922 -2.9714 3.2724 0.000
N 2.7579 -3.7927 -1.4185 0.002
C 2.0519 -4.7296 -0.6813 -0.007
C 2.0795 -6.1184 -0.6599 0.005
C 1.2107 -6.7450 0.2122 -0.001
C 0.3621 -6.0129 1.0570 0.000
C 0.3383 -4.6349 1.0382 -0.001
C 1.1827 -3.9857 0.1370 0.009
N 1.3785 -2.6463 -0.1345 0.014
C 2.3216 -2.5768 -1.0620 -0.019
C 2.7600 -1.3018 -1.5574 0.017
C 3.7388 -1.0075 -2.4589 0.001
S 3.8624 0.6796 -2.6834 -0.002
C 2.6013 0.9066 -1.5610 0.021
N 2.1149 -0.1965 -1.0541 -0.005
H 3.4834 -4.0006 -2.0888 0.000
H 2.7425 -6.6846 -1.2995 0.000
H 1.1900 -7.8245 0.2503 0.000
H -0.2770 -6.5505 1.7436 0.000
H -0.2918 -4.0657 1.7082 0.001
H 4.3938 -1.6812 -2.9874 -0.001
H 2.2358 1.8911 -1.3088 -0.005
C 3.3481 0.4205 4.7013 -0.002
C 3.5762 -0.7329 3.7333 0.007
S 2.9718 -0.5621 2.0147 0.128
C 3.6105 1.0718 1.5154 -0.005
C 2.6509 2.2630 1.6708 0.030
S 0.8775 1.8267 1.6871 0.071
C 0.2346 2.3189 3.3446 0.007
C 1.1656 2.3084 4.5426 0.000
S 1.6005 0.6500 5.1619 0.000
H 3.7553 1.3653 4.3454 0.000
H 3.8573 0.1627 5.6315 0.001
H 3.1023 -1.6463 4.0935 0.000
H 4.6490 -0.9186 3.6480 0.012
H 3.8608 0.9301 0.4675 -0.004
H 4.5358 1.2487 2.0628 0.003
H 2.7827 2.9496 0.8352 -0.001
H 2.8313 2.8301 2.5791 0.004
H -0.6080 1.6486 3.5134 0.006
H -0.1517 3.3300 3.2044 0.005
H 0.6131 2.7697 5.3638 0.001
H 2.0746 2.8889 4.4038 0.000
C -2.4765 -0.3677 -5.6533 0.015
C -3.3980 0.1129 -4.7324 0.001
C -2.9751 0.5876 -3.4976 0.013
C -1.6156 0.5845 -3.2146 0.036
C -0.6857 0.0769 -4.1159 0.000
C -1.1205 -0.3939 -5.3457 0.000
Sb -0.9565 1.3755 -1.3253 0.372
C 0.0271 3.1824 -1.9683 0.073
C -0.1947 4.3495 -1.2439 0.010
C 0.4224 5.5215 -1.6594 -0.005
C 1.2737 5.5127 -2.7567 0.027
C 1.5111 4.3326 -3.4563 -0.001
C 0.8747 3.1630 -3.0733 0.002
C -2.7335 2.1273 -0.4029 0.076
C -3.4846 3.0863 -1.0717 -0.014
C -4.6772 3.5147 -0.5051 0.004
C -5.0950 3.0086 0.7195 -0.002
C -4.3298 2.0573 1.3828 0.005
C -3.1405 1.6150 0.8239 -0.006
H -2.8145 -0.7235 -6.6174 0.000
H -4.4533 0.1293 -4.9693 0.001
H -3.7013 0.9584 -2.7857 0.004
H 0.3692 0.0324 -3.8676 0.003
H -0.4052 -0.7793 -6.0593 0.000
H -0.8501 4.3574 -0.3814 0.001
H 0.2292 6.4404 -1.1223 0.001
H 1.7428 6.4323 -3.0814 0.001
H 2.1734 4.3250 -4.3115 0.000
H 1.0249 2.2582 -3.6498 0.004
H -3.1600 3.4949 -2.0215 -0.003
H -5.2782 4.2481 -1.0250 0.002
H -6.0135 3.3675 1.1629 0.000
H -4.6598 1.6652 2.3351 0.000
H -2.5306 0.8753 1.3344 -0.012
```

- energy above the lowest of the compared OMol25 structures with the same formula, charge and spin (kcal per mole) = 95.6
- gap between HOMO and LUMO (spin up / spin down) (eV) = 5.343 / 5.061
- total charge = +4
- 2S+1 = 2

---

No. 4
C40H42Br48F12IN2O3PS as an isolated structure at a distorted geometry. Source: the OMol25 dataset; level of theory: ωB97M-V/def2-TZVPD.

The geometry in XYZ format:
```
150
Properties=species:S:1:pos:R:3:mulliken_charge:R:1
C 0.4848 -4.9531 0.5881 -0.653
C 0.2542 -5.0843 -0.9803 -0.022
C -1.1316 -4.4417 -1.3946 0.716
C -1.9644 -5.3068 -2.4400 -0.880
C -2.5072 -4.4152 -3.6390 -0.219
C -4.1001 -4.3732 -3.6930 -1.025
C -4.6533 -2.9657 -4.1398 -0.641
C -5.6326 -2.3147 -3.0784 -0.683
C -4.8955 -1.0330 -2.5021 0.002
C -5.7270 -0.2814 -1.4090 -0.656
C -4.9019 0.7958 -0.6122 -0.587
C -3.4251 0.3599 -0.3520 -0.187
C -2.4337 0.5707 -1.3923 0.063
C -1.0133 0.1242 -1.2278 0.006
N -0.2065 0.3829 -2.3184 -0.575
C 1.0162 -0.1170 -2.0481 0.497
S 2.2564 0.0628 -3.4091 1.464
O 2.9903 -1.1978 -3.6581 -0.448
O 1.5034 0.3728 -4.6434 -0.718
C 3.3841 1.5159 -3.1304 0.403
F 3.9857 1.7844 -4.3296 -0.187
F 2.5761 2.5964 -2.8559 -0.328
C 4.3552 1.3495 -1.8942 0.738
F 5.0918 2.4967 -1.8133 -0.224
F 3.6823 1.2715 -0.7152 -0.161
C 5.3848 0.1734 -2.0216 0.760
F 5.8402 -0.0022 -3.2980 -0.046
F 4.8673 -1.0239 -1.6007 -0.261
C 6.6934 0.3827 -1.0915 0.087
F 7.6548 1.1692 -1.6518 -0.311
F 6.3722 0.7537 0.1584 -0.133
F 7.2525 -0.8596 -0.9987 -0.254
C 1.4818 -0.7992 -0.8281 -1.013
N 0.6639 -0.9910 0.2301 -0.074
C -0.6260 -0.5334 0.0284 0.298
C -1.5963 -0.7561 1.1610 -0.737
C -1.0482 -1.4219 2.4293 0.600
F -0.4907 -2.6453 2.1469 -0.082
F -1.8909 -1.6131 3.4575 -0.214
F -0.0105 -0.6563 2.9154 -0.258
C -2.9639 -0.3219 0.9340 1.370
P -4.2780 -0.5997 2.2448 -0.097
O -5.7151 -1.1369 1.5515 -0.427
I -4.7162 1.6766 3.1292 0.107
H -0.4822 -5.0127 1.1503 -0.186
H 1.0229 -3.9932 0.8000 0.124
H 1.1311 -5.7857 0.9632 0.387
H 1.0788 -4.5101 -1.4746 -0.221
H 0.2581 -6.1647 -1.2574 0.430
H -1.7525 -4.3227 -0.4670 0.216
H -0.9168 -3.4260 -1.8103 -0.458
H -1.2955 -6.1136 -2.8336 0.328
H -2.8026 -5.7756 -1.8703 0.302
H -2.0935 -4.8750 -4.5764 0.463
H -2.0743 -3.3907 -3.5304 -0.126
H -4.5444 -4.7670 -2.7486 0.507
H -4.3788 -5.1168 -4.4899 0.280
H -5.1604 -3.0920 -5.1307 0.493
H -3.7619 -2.2941 -4.2540 0.282
H -5.6869 -3.0232 -2.2063 0.212
H -6.6412 -2.0660 -3.4792 0.376
H -4.6849 -0.3362 -3.3623 0.184
H -3.9047 -1.4083 -2.1506 0.009
H -6.2442 -1.0379 -0.7773 0.314
H -6.5446 0.2720 -1.9504 0.203
H -5.4273 0.9949 0.3532 0.012
H -4.9321 1.7655 -1.1662 0.166
H -2.7367 1.0692 -2.3422 0.003
H 2.5293 -1.1609 -0.7648 0.485
H -5.7643 -2.1025 1.6080 0.327
C -7.8968 4.3445 5.3166 -0.411
Br -7.8027 3.7736 7.1616 0.060
Br -6.1426 4.7313 4.5995 0.001
Br -8.8576 3.0744 4.2181 -0.032
H -8.4595 5.2708 5.2976 0.346
C -1.8506 -2.0539 7.1822 0.124
Br -1.6894 -3.9732 7.0006 -0.020
Br -3.6388 -1.5307 7.7023 0.013
Br -0.5139 -1.3322 8.3792 -0.020
H -1.6660 -1.6253 6.2033 -0.105
C 4.3152 1.0722 3.0480 0.002
Br 4.3336 -0.8397 2.7507 -0.060
Br 2.5739 1.6926 3.6164 0.009
Br 5.7072 1.6209 4.2730 -0.043
H 4.5261 1.5445 2.0971 -0.006
C -7.0654 2.9892 11.5100 -0.360
Br -5.7856 1.9433 10.5065 0.023
Br -7.3295 4.7398 10.7327 -0.019
Br -8.7398 2.0476 11.7397 0.024
H -6.6478 3.1395 12.4989 0.349
C -5.7476 4.3237 -3.5474 -0.369
Br -5.3592 5.7542 -2.3063 0.008
Br -4.3050 3.0375 -3.6303 0.095
Br -7.4407 3.4728 -3.1595 -0.021
H -5.8326 4.7695 -4.5318 0.371
C 2.3683 -4.1183 -5.0408 0.324
Br 2.5210 -4.8012 -6.8446 -0.054
Br 0.5760 -3.4929 -4.6667 0.040
Br 2.9726 -5.4072 -3.7308 -0.055
H 3.0260 -3.2582 -4.9673 -0.282
C 5.3386 4.6905 -5.8932 -0.398
Br 5.5014 3.8316 -4.1688 0.124
Br 4.9515 6.5781 -5.7202 -0.053
Br 6.8930 4.3739 -7.0015 -0.030
H 4.4917 4.2372 -6.3969 0.339
C -2.3547 -8.0945 2.0701 -0.355
Br -4.0501 -8.9512 2.4349 -0.037
Br -1.9151 -8.1393 0.1868 -0.012
Br -2.2940 -6.2945 2.7728 0.019
H -1.5924 -8.6643 2.5889 0.379
C 7.7231 5.4422 -0.2622 -0.386
Br 7.5097 3.5734 -0.7093 0.144
Br 6.0857 6.2029 0.4352 -0.041
Br 9.2157 5.7294 0.9347 -0.043
H 7.9493 5.9660 -1.1844 0.349
C -11.5078 -0.6420 10.9961 0.275
Br -11.3384 -1.4591 9.2519 -0.001
Br -13.2930 0.0367 11.3012 -0.007
Br -10.9455 -1.8411 12.4079 -0.001
H -10.8367 0.2107 11.0135 -0.299
C 7.7319 -1.9642 -5.5217 0.086
Br 9.0786 -3.2100 -6.1279 0.025
Br 5.9412 -2.6041 -5.8787 -0.041
Br 7.9705 -1.4961 -3.6610 -0.023
H 7.8592 -1.0554 -6.0957 -0.087
C -2.1639 6.0147 3.6055 -0.191
Br -2.9432 7.7109 3.0972 -0.024
Br -2.5801 5.5576 5.4379 0.054
Br -2.6713 4.6030 2.3818 0.105
H -1.0886 6.1273 3.5407 0.075
C 9.2513 -7.3231 -5.3383 -0.269
Br 9.2838 -7.9306 -7.1747 -0.010
Br 7.5317 -6.5836 -4.8588 0.044
Br 9.8029 -8.7136 -4.1117 -0.035
H 9.9762 -6.5208 -5.2561 0.248
C 1.6447 6.6149 5.8263 -0.386
Br 0.8687 8.2962 5.2651 0.018
Br 1.1674 6.1742 7.6463 -0.002
Br 1.2048 5.1861 4.6008 0.037
H 2.7218 6.7360 5.8003 0.385
C 2.4391 11.4384 3.5252 0.090
Br 2.3322 11.6525 1.6062 -0.005
Br 4.1238 10.6596 4.0668 0.003
Br 2.0836 13.0967 4.4546 -0.013
H 1.6606 10.7404 3.8108 -0.108
C 11.0266 -0.5785 -8.7303 -0.361
Br 10.8590 -2.4189 -9.3037 -0.015
Br 9.3999 0.0769 -7.9082 0.038
Br 12.5626 -0.3204 -7.5847 -0.002
H 11.1906 0.0167 -9.6211 0.347
```

- gap between HOMO and LUMO (eV) = 6.810